## w
Formula: C30H45NO2P2RhS2
Source: the OMol25 dataset
Level of theory: ωB97M-V/def2-TZVPD

Atoms and positions in Å:
Rh 1.60084 1.09724 1.50967
C 2.61948 -0.56322 2.15524
C 3.37865 0.22257 1.22407
C 2.85950 1.54244 3.07388
C 2.30444 0.24578 3.29321
C 3.51658 1.54029 1.79533
C 2.25877 -2.02125 2.08255
H 2.09988 -2.37793 1.05689
H 1.35618 -2.21497 2.67144
H 3.04289 -2.64461 2.53615
C 1.68844 -0.21530 4.59374
H 2.16617 -1.13543 4.95177
H 0.60037 -0.41550 4.55319
H 1.84046 0.54877 5.36976
C 2.81620 2.69734 4.03658
H 2.90933 2.35655 5.07161
H 1.86740 3.25344 3.97490
H 3.63420 3.39652 3.83718
C 4.14949 2.73669 1.17488
H 4.49860 3.45785 1.90795
H 3.40542 3.24814 0.57448
H 4.98769 2.51170 0.51701
C 3.85085 -0.16146 -0.14850
H 4.89669 0.11733 -0.36198
H 3.24833 0.37014 -0.89172
H 3.78576 -1.22919 -0.31356
C -2.04011 -2.05256 -0.42291
C -0.98279 -2.87517 -0.25113
C 0.33955 -2.44070 -0.84759
C 0.16676 -2.25955 -2.36746
C 0.21892 -0.86002 -2.92619
C -0.33368 0.44647 -2.44774
C -1.48332 0.30093 -1.42272
C -2.28252 -1.04212 -1.49844
H 1.17641 -3.12897 -0.69742
H -0.77450 -2.76581 -2.66469
H 0.65985 -1.50342 -0.37140
H -2.09666 -1.44661 -2.52358
H -2.90750 -2.13795 0.23956
H -0.92555 -3.54559 0.60303
H -3.34326 -0.73421 -1.44699
H -1.06542 0.42944 -0.41390
H 0.46206 1.10157 -1.99613
H -2.18957 1.14783 -1.55135
H 0.97245 -2.82537 -2.89208
H 1.18560 -0.69397 -3.42395
P -1.31546 -1.40302 -4.41617
C -2.79689 -2.50277 -4.72475
C -0.34331 -1.91366 -5.85969
P -0.81646 1.39684 -3.95038
C -1.96005 0.25487 -4.82232
C 0.55077 1.64298 -5.09314
C -1.64294 2.96011 -3.75657
H -3.76665 -2.05327 -4.45238
H -2.68793 -3.44749 -4.16796
H -2.86909 -2.76868 -5.79497
H -0.98151 -1.95907 -6.75457
H 0.05608 -2.91347 -5.64916
H 0.47224 -1.21242 -6.04582
H -2.22145 3.20026 -4.65994
H -0.87198 3.73091 -3.62222
H -2.31727 2.94125 -2.89035
H -2.99636 0.38496 -4.44791
H -1.97128 0.43203 -5.92049
H 0.91527 2.66418 -4.91753
H 0.20407 1.59120 -6.13911
H 1.36337 0.93161 -4.92646
O -2.40240 -2.23512 2.95653
S -3.03914 -0.92723 2.92920
O -4.47662 -0.84358 2.77851
N -2.21623 0.09093 1.88986
C -1.54181 1.04221 2.52930
S -0.61910 2.16608 1.63966
C -1.70940 1.04502 3.98685
C -1.11415 1.84271 4.97360
C -1.43957 1.61600 6.31744
C -2.37359 0.61753 6.66306
C -2.94258 -0.19759 5.67767
C -2.55262 0.00138 4.35571
H -0.40262 2.62991 4.68467
H -0.98905 2.22326 7.10284
H -2.65054 0.46556 7.70732
H -3.67310 -0.97256 5.89699

The lowest unoccupied orbital energy (alpha / beta) is -2.45 / -4.45 eV. The orbital gap (alpha / beta) comes out at 6.118 / 6.520 eV. Its spin multiplicity is 5. As for the highest occupied orbital energy (alpha / beta): -8.564 / -10.969 eV. The charge is +1.

---

## x
Formula: C30H45NO2P2RhS2
Source: the OMol25 dataset
Level of theory: ωB97M-V/def2-TZVPD

Atoms and positions in Å:
Rh 1.31680 -1.25830 -0.49793
C -0.54449 -1.10952 0.39446
C -0.42920 -2.31689 -0.36237
C 1.25403 -2.33873 1.24094
C 0.45645 -1.14971 1.40920
C 0.67893 -3.07952 0.14869
C -1.57219 -0.03095 0.20914
H -1.87947 -0.00014 -0.84006
H -1.17392 0.95134 0.51686
H -2.47119 -0.22740 0.81266
C 0.46481 -0.26297 2.61150
H -0.25856 -0.61811 3.35227
H 0.16389 0.75518 2.35369
H 1.44623 -0.25544 3.08791
C 2.30812 -2.83358 2.19380
H 1.97805 -2.76413 3.23820
H 3.20980 -2.22906 2.09189
H 2.54115 -3.87522 1.95726
C 1.23270 -4.33531 -0.44273
H 1.70357 -4.95816 0.32337
H 2.00917 -4.08404 -1.17964
H 0.44885 -4.90135 -0.95536
C -1.38285 -2.76506 -1.41272
H -1.46176 -3.85338 -1.44372
H -1.05376 -2.43609 -2.39018
H -2.36720 -2.32201 -1.26477
C -0.72316 4.38840 -1.89926
C -1.97564 3.92306 -1.78395
C -2.72367 2.87956 -2.56904
C -2.25808 2.54510 -4.00324
C -1.13230 1.50646 -3.96126
C -0.02463 1.73697 -2.96621
C 0.92689 2.88032 -3.05240
C 0.21488 4.25896 -3.05115
H -3.74992 3.25528 -2.63446
H -1.99459 3.47462 -4.51587
H -2.82847 1.96083 -1.95666
H -0.25989 4.40143 -4.03280
H -0.35902 5.07728 -1.12672
H -2.54430 4.35187 -0.94786
H 0.98658 5.04065 -2.96249
H 1.57684 2.79900 -2.16185
H -0.38806 1.59594 -1.94270
H 1.62689 2.79369 -3.89454
H -3.10558 2.12098 -4.56720
H -1.62478 0.54809 -3.66754
P -0.19347 1.03221 -5.41863
C 0.11044 2.58237 -6.29576
C -1.15668 -0.03172 -6.47620
P 1.22088 -0.14725 -2.92089
C 1.36673 0.41177 -4.88568
C 0.76856 -1.83492 -3.62253
C 3.08533 -0.11975 -2.95129
H 1.10676 2.99896 -6.09194
H -0.64113 3.34280 -6.03462
H 0.03301 2.39931 -7.37433
H -1.09504 0.39372 -7.48855
H -2.20456 -0.01336 -6.13950
H -0.78313 -1.06574 -6.46484
H 3.49859 0.25995 -3.88932
H 3.42313 -1.14782 -2.79148
H 3.42396 0.52924 -2.13545
H 2.12867 1.20399 -5.00600
H 1.68448 -0.44472 -5.49496
H 0.81693 -2.63518 -2.86531
H 1.39885 -2.14768 -4.46386
H -0.26136 -1.75975 -4.00724
O -0.13838 2.93186 1.26176
S 1.25113 3.23838 0.95933
O 1.53446 4.54726 0.40880
N 1.89717 1.99766 0.03336
C 2.78785 1.29210 0.73176
S 3.42939 -0.19049 0.17925
C 3.09995 1.80141 2.06180
C 3.91652 1.26941 3.06881
C 3.87974 1.83498 4.34460
C 3.04317 2.93051 4.60774
C 2.23562 3.47838 3.60622
C 2.28931 2.90046 2.34264
H 4.56586 0.43186 2.82371
H 4.48298 1.40400 5.14674
H 3.00169 3.34163 5.60903
H 1.55395 4.30165 3.80013

The lowest unoccupied orbital energy (alpha / beta) is -2.85 / -5.11 eV. The orbital gap (alpha / beta) comes out at 4.668 / 5.347 eV. Its spin multiplicity is 5. As for the highest occupied orbital energy (alpha / beta): -7.516 / -10.461 eV. The charge is +1.

---

Quick look at relative energies in kcal/mol: w 7.7; x 0.0.

---

## w
Formula: CHBr2NO2
Source: the OMol25 dataset
Level of theory: ωB97M-V/def2-TZVPD

Atoms and positions in Å:
C -0.23358 0.54196 0.51356
N -1.86574 0.71047 -0.41410
O -2.18971 1.85382 -0.44257
O -2.28222 -0.25121 -0.85911
Br -0.81624 0.06756 2.34406
Br 0.67000 2.10166 0.41537
H 0.36955 -0.36768 0.34461

The lowest unoccupied orbital energy (alpha / beta) is 0.05 / -3.66 eV. The orbital gap (alpha / beta) comes out at 6.778 / 7.089 eV. Its spin multiplicity is 3. As for the highest occupied orbital energy (alpha / beta): -6.725 / -10.749 eV.

---

## x
Formula: CHBr2NO2
Source: the OMol25 dataset
Level of theory: ωB97M-V/def2-TZVPD

Atoms and positions in Å:
C 1.20640 0.36224 0.37691
N 3.49830 -1.80405 -0.68442
O 3.39608 -1.16619 -1.66779
O 2.76900 -2.50244 -0.05563
Br 1.04388 1.23058 -1.23279
Br 0.83727 1.43955 1.92907
H 1.65364 -0.62355 0.57614

The lowest unoccupied orbital energy (alpha / beta) is -0.11 / -1.92 eV. The orbital gap (alpha / beta) comes out at 8.285 / 8.669 eV. Its spin multiplicity is 3. As for the highest occupied orbital energy (alpha / beta): -8.397 / -10.585 eV.

---

Quick look at relative energies in kcal/mol: w 62.4; x 0.0.

---

## w
Formula: C4H12NO
Source: the OMol25 dataset
Level of theory: ωB97M-V/def2-TZVPD

Atoms and positions in Å:
C -0.86315 -1.09060 -0.55460
C -1.19964 -0.10870 0.58940
C -0.55307 1.30198 0.41702
N -2.65710 0.09814 0.69871
H 0.22027 -1.22913 -0.61934
H -1.36987 -2.05985 -0.46080
H -1.15514 -0.64672 -1.51336
H -0.83332 -0.52385 1.52703
H -0.86603 1.90132 1.27120
H 0.53266 1.17798 0.29924
H -0.97664 1.73413 -0.50127
H -3.15131 -0.78609 0.68748
H -2.99586 0.67431 -0.06235
C 3.20724 -0.09022 -0.38802
O 1.93165 -0.02710 0.10389
H 3.81701 0.55939 0.26665
H 3.64478 -1.10470 -0.32812
H 3.26752 0.21970 -1.43278

The lowest unoccupied orbital energy (alpha / beta) is 0.88 / -1.75 eV. The orbital gap (alpha / beta) comes out at 9.712 / 7.080 eV. Its spin multiplicity is 2. As for the highest occupied orbital energy (alpha / beta): -8.836 / -8.834 eV.

---

## x
Formula: C4H12NO
Source: the OMol25 dataset
Level of theory: ωB97M-V/def2-TZVPD

Atoms and positions in Å:
C 1.22069 -0.36243 -0.29742
N 0.32317 -0.08475 0.85481
C -0.82969 -0.99595 0.69850
C -1.01740 -1.13643 -0.82514
C 0.25281 -0.49181 -1.45948
H 1.94385 0.45402 -0.29494
H 1.77637 -1.28251 -0.09291
H 0.05339 0.90926 0.80015
H 0.76711 -0.17638 1.81414
H -1.71538 -0.63131 1.20871
H -0.44990 -1.94337 1.09383
H -0.92203 -2.18313 -1.11273
H -1.91674 -0.61873 -1.14874
H 0.01038 0.43821 -1.96167
H 0.75035 -1.16539 -2.16010
H -0.79290 3.18660 1.33786
H 0.66917 3.31838 0.75967
O -0.12324 2.76574 0.78546

The lowest unoccupied orbital energy (alpha / beta) is 0.91 / 0.66 eV. The orbital gap (alpha / beta) comes out at 3.780 / 12.681 eV. Its spin multiplicity is 2. As for the highest occupied orbital energy (alpha / beta): -2.875 / -12.026 eV.

---

Quick look at relative energies in kcal/mol: w 0.0; x 10.8.